A 2-piece molecular cluster, C6H12N2O2 overall in a non-equilibrium geometry. Source: the Open Molecules 2025 dataset; level of theory: ωB97M-V with the def2-TZVPD basis set.

Last column: Mulliken charge in e.
Element x y z (Å)
N  0.89734  0.01043  1.30022  -0.55
C  0.45452  1.00411  0.90255  -0.35
C  -0.09882  2.30687  0.45203  1.50
C  -1.52321  2.12746  -0.09726  -1.02
C  -2.57188  1.72288  0.92173  -0.49
O  -2.79319  2.80185  1.81533  -0.53
C  0.81535  3.11208  -0.51549  -0.87
C  0.56543  4.30744  0.41959  -0.49
N  0.07170  3.37729  1.45419  -0.57
H  -1.49201  1.37934  -0.90292  0.39
H  -1.82578  3.08168  -0.55564  0.41
H  -2.24820  0.82411  1.47199  0.37
H  -3.50232  1.46804  0.38884  0.35
H  -3.45291  2.55274  2.46807  0.31
H  1.85542  2.77095  -0.51315  0.36
H  0.44752  3.18660  -1.54292  0.29
H  1.44275  4.89679  0.71542  0.33
H  -0.20645  4.99152  0.03623  0.25
H  -0.79772  3.63536  1.91487  0.32
O  1.33936  -2.16504  -0.99703  -0.66
H  1.46791  -2.00584  -0.05033  0.36
H  1.31388  -1.29000  -1.39598  0.29

ΔE to the lowest compared entry with this formula, charge and spin in kJ/mol: 182.2
E_tot in Eh: -495.76812
HOMO-LUMO gap in eV: 10.17
SMILES: N#C[C@]1(CCO)CCN1.O
LUMO level in eV: 0.60
Max |F| in Eh/bohr: 0.02381
HOMO level in eV: -9.57
Charge: 0